Entry from OMol25: 5 unconnected molecules or ions with the total composition C13H32N9O6PSSi2 at a distorted geometry (ωB97M-V/def2-TZVPD).

Geometry as ORCA input:
```
! RIJCOSX wB97M-V def2-TZVPD def2/J DEFGRID3
* xyz 0 1
O 2.643 -0.694 1.490
C 2.832 -1.274 0.394
C 1.657 -2.069 -0.335
C 0.221 -1.933 0.362
Si -0.596 -0.209 0.180
O -2.350 -0.253 0.383
Si -2.752 1.433 0.688
P -4.884 1.893 0.352
S -5.985 1.578 1.960
N 4.167 -1.301 -0.295
C 4.959 -0.104 0.090
C 4.801 1.289 -0.619
C 5.602 2.535 -0.178
C 6.591 2.383 1.009
C 6.808 1.019 1.704
C 6.002 -0.228 1.254
H 1.942 -3.191 -0.277
H 1.646 -1.710 -1.432
H 0.198 -2.285 1.463
H -0.477 -2.677 -0.191
H -0.355 0.286 -1.172
H -0.106 0.719 1.199
H -1.988 2.242 -0.294
H -2.309 1.714 2.072
H -4.958 3.317 0.067
H -5.410 1.231 -0.810
H 4.657 -2.143 0.075
H 4.061 1.353 -1.489
H 5.464 3.561 -0.678
H 7.184 3.274 1.396
H 7.549 0.918 2.568
H 6.176 -1.237 1.784
C 4.744 -4.704 1.315
O 4.684 -4.282 0.166
N 5.715 -4.328 2.182
N 3.844 -5.583 1.817
H 5.781 -4.662 3.126
H 6.404 -3.675 1.845
H 3.106 -5.887 1.202
H 3.875 -5.941 2.754
C -5.335 2.078 -3.724
O -6.134 1.381 -3.115
N -4.168 2.498 -3.176
N -5.547 2.491 -4.997
H -3.498 3.070 -3.657
H -3.977 2.211 -2.231
H -6.404 2.198 -5.438
H -4.904 3.063 -5.514
C -8.196 -2.822 3.254
O -8.618 -3.969 3.233
N -7.862 -2.145 2.129
N -8.024 -2.126 4.405
H -7.514 -1.203 2.126
H -7.975 -2.627 1.252
H -8.261 -2.595 5.264
H -7.678 -1.184 4.443
C 1.257 3.385 -2.414
O 0.437 2.712 -1.808
N 2.435 3.771 -1.865
N 1.061 3.804 -3.690
H 3.122 4.323 -2.345
H 2.617 3.479 -0.917
H 0.198 3.537 -4.133
H 1.722 4.357 -4.204
*
```

Output
* highest occupied orbital energy: -8.34 eV
* DFT total energy: -2777.38019 Ha
* LUMO level: 0.156 eV
* F_max: 4.2 eV/A

Entry from OMol25: C3H8OS in the gas phase at a distorted geometry (ωB97M-V/def2-TZVPD).

Geometry as ORCA input:
```
! RIJCOSX wB97M-V def2-TZVPD def2/J DEFGRID3
* xyz 0 1
C 1.844 0.089 0.901
C -0.441 0.996 -0.466
C -1.647 0.504 0.399
H 2.752 -0.489 0.841
H 1.882 1.237 0.645
H 1.507 -0.286 1.707
H -0.880 1.456 -1.382
H 0.353 1.768 0.283
H -0.967 0.592 1.222
H -2.519 1.003 0.272
H -0.804 -1.237 0.035
O -1.734 -0.993 0.250
S 0.876 -0.352 -0.664
*
```

Output
* energy above the lowest of the compared OMol25 structures with the same formula, charge and spin: 78.08 kcal per mole
* highest occupied orbital energy: -9.25 eV
* DFT total energy: -592.39362 Ha
* LUMO level: 0.766 eV
* F_max: 8.8 eV/A
* structure (SMILES): CSCCO

Entry from OMol25: 3 unconnected molecules or ions with the total composition C3H8N4O at a distorted geometry (ωB97M-V/def2-TZVPD).

Geometry as ORCA input:
```
! RIJCOSX wB97M-V def2-TZVPD def2/J DEFGRID3
* xyz 0 1
C 2.639 -0.769 0.032
C 0.787 0.549 -0.056
C -1.205 -0.918 -0.252
H 3.299 -0.500 0.879
H 2.723 0.133 -0.801
H 2.975 -1.698 -0.730
H 2.377 1.643 0.609
H -1.584 1.133 -0.086
H -0.570 -1.901 -0.307
H -4.191 0.937 1.247
H -3.595 0.542 -1.058
N 1.301 1.607 -0.026
N -0.685 0.402 -0.262
N -2.595 -0.981 0.156
N -3.011 0.518 0.204
O 1.335 -0.696 0.451
*
```

Output
* energy above the lowest of the compared OMol25 structures with the same formula, charge and spin: 256.45 kcal per mole
* highest occupied orbital energy: -8.62 eV
* DFT total energy: -413.00736 Ha
* LUMO level: -0.413 eV
* F_max: 9.9 eV/A

Entry from OMol25: a molecular structure, C29H36Cl2FeN4O2P2 at a distorted geometry (ωB97M-V/def2-TZVPD).

Geometry as ORCA input:
```
! RIJCOSX wB97M-V def2-TZVPD def2/J DEFGRID3
* xyz 0 5
Fe -0.751 -2.636 0.861
C -0.735 2.810 4.607
C -1.196 2.252 3.485
C -0.612 2.165 2.120
C 0.603 1.271 1.922
C 1.966 1.809 2.366
C 2.193 2.864 3.196
C 1.240 3.984 3.486
C 0.324 3.824 4.706
C 0.745 -3.143 2.434
H -1.295 2.592 5.538
H -1.914 1.454 3.605
H -0.362 3.073 1.620
H -1.440 1.748 1.546
H 0.378 0.264 2.324
H 0.662 1.144 0.827
H 2.796 1.238 1.917
H 3.212 2.915 3.606
H 0.642 4.398 2.656
H 1.880 4.816 3.803
H 0.919 3.461 5.527
H -0.046 4.831 4.987
H 0.968 -2.136 2.692
H 1.742 -3.471 2.094
H 0.502 -3.649 3.435
P 1.478 -1.416 -1.173
P -2.073 -0.558 -1.010
N 2.806 -0.253 -1.570
N 2.167 -2.598 -2.434
N -2.146 1.124 -1.759
N -3.634 -0.982 -1.893
C 0.362 -0.662 -2.443
C -1.052 -1.245 -2.396
C 3.861 0.034 -0.713
C 4.778 0.880 -1.340
C 4.310 1.077 -2.662
C 3.111 0.394 -2.764
C 2.450 -3.925 -2.088
C 3.014 -4.562 -3.198
C 3.076 -3.597 -4.259
C 2.535 -2.402 -3.774
C -2.126 2.344 -1.040
C -1.961 3.401 -1.962
C -1.901 2.807 -3.280
C -1.990 1.422 -3.132
C -4.437 -0.324 -2.828
C -5.347 -1.226 -3.388
C -5.093 -2.495 -2.784
C -4.030 -2.324 -1.909
H 0.730 -0.774 -3.474
H 0.341 0.414 -2.259
H -1.540 -1.175 -3.384
H -0.993 -2.325 -2.199
H 3.841 -0.361 0.270
H 5.673 1.279 -0.896
H 4.807 1.634 -3.450
H 2.467 0.395 -3.605
H 2.207 -4.302 -1.088
H 3.338 -5.602 -3.268
H 3.447 -3.717 -5.271
H 2.383 -1.444 -4.281
H -2.363 2.381 0.033
H -1.879 4.446 -1.709
H -1.813 3.316 -4.235
H -2.026 0.647 -3.912
H -4.314 0.725 -3.052
H -6.095 -0.992 -4.137
H -5.631 -3.426 -2.956
H -3.510 -3.040 -1.284
Cl -3.081 -0.546 5.151
C -1.712 -1.611 5.497
Cl -2.064 -3.373 5.768
C -0.744 -1.462 4.141
O 0.124 -0.683 4.589
O -0.897 -1.963 2.996
H -1.272 -1.230 6.456
*
```

Output
* highest occupied orbital energy (alpha / beta): -8.35 / -8.43 eV
* DFT total energy: -4362.62102 Ha
* LUMO level (alpha / beta): -2.289 / -2.354 eV
* F_max: 5.6 eV/A

Entry from OMol25: a molecular structure, C22H29AsGaN4 at a distorted geometry (ωB97M-V/def2-TZVPD).

Geometry as ORCA input:
```
! RIJCOSX wB97M-V def2-TZVPD def2/J DEFGRID3
* xyz 3 1
Ga 0.157 0.197 -0.278
C -1.459 -0.988 2.035
C -0.738 -0.175 3.100
C -0.063 1.110 2.713
C -0.156 2.178 3.649
C 0.407 3.402 3.362
C 0.947 3.597 2.140
C 0.884 2.591 1.221
N 0.333 1.365 1.467
N -0.624 -1.394 0.844
C -1.529 -2.157 -0.092
C -0.960 -2.364 -1.435
C -1.363 -3.426 -2.308
C -0.815 -3.456 -3.562
C -0.019 -2.360 -4.029
C 0.333 -1.427 -3.099
N -0.144 -1.350 -1.825
C 0.495 -2.305 1.176
C 1.887 -1.760 0.917
C 3.030 -2.419 1.378
C 4.281 -1.876 1.277
C 4.354 -0.671 0.564
C 3.190 -0.048 0.084
N 1.997 -0.604 0.252
H -2.273 -0.375 1.586
H -1.808 -1.913 2.482
H 0.033 -0.896 3.531
H -1.463 0.085 3.891
H -0.360 1.903 4.698
H 0.305 4.247 4.049
H 1.414 4.531 1.809
H 1.221 2.741 0.262
H -2.396 -1.568 -0.158
H -1.842 -3.116 0.374
H -2.084 -4.166 -2.026
H -1.015 -4.332 -4.227
H 0.375 -2.288 -5.076
H 0.938 -0.560 -3.353
H 0.451 -3.227 0.577
H 0.494 -2.529 2.227
H 2.988 -3.349 1.900
H 5.245 -2.394 1.580
H 5.318 -0.179 0.404
H 3.230 0.856 -0.462
C -0.503 3.405 -2.134
As -1.294 1.826 -1.420
C -2.608 2.495 -0.251
C -2.098 1.074 -3.045
H -1.401 4.039 -2.224
H -0.010 3.217 -3.073
H 0.114 3.721 -1.315
H -3.326 3.010 -0.922
H -2.200 3.327 0.390
H -3.146 1.787 0.398
H -2.664 1.872 -3.574
H -2.743 0.240 -2.755
H -1.315 0.855 -3.694
*
```

Output
* highest occupied orbital energy: -18.57 eV
* DFT total energy: -5234.39252 Ha
* LUMO level: -9.199 eV
* F_max: 2.6 eV/A

Entry from OMol25: a gas-phase ion, C3H8N3 (charge +1) at a distorted geometry (ωB97M-V/def2-TZVPD).

Geometry as ORCA input:
```
! RIJCOSX wB97M-V def2-TZVPD def2/J DEFGRID3
* xyz 1 1
C -0.850 0.893 0.293
C -0.210 -1.257 0.200
C 0.647 0.998 0.338
N -1.080 -0.295 -0.451
N 1.038 -0.604 0.552
N 1.400 0.128 -0.622
H -1.285 0.861 1.295
H -1.157 1.866 -0.204
H -0.599 -1.776 1.065
H -0.042 -2.064 -0.599
H 1.054 1.705 0.950
H -2.087 -0.445 -0.529
H 0.823 -0.186 -1.457
H 2.349 0.177 -0.830
*
```

Output
* energy above the lowest of the compared OMol25 structures with the same formula, charge and spin: 98.42 kcal per mole
* highest occupied orbital energy: -14.40 eV
* DFT total energy: -283.00692 Ha
* LUMO level: -3.486 eV
* F_max: 6.0 eV/A
* structure (SMILES): C1NCN2[NH2+][C@@H]12